Entry 1:
C50H95N12O34S6 | wB97M-V/def2-TZVPD

## Properties
LUMO, eV: -5.32
E_HOMO, eV: -6.454
Charge: +1

The geometry in XYZ format:
```
197
Properties=species:S:1:pos:R:3:mulliken_charge:R:1
H -26.170 21.588 -7.080 0.473
H -13.188 18.177 -11.017 0.276
C -23.921 18.200 -8.927 -1.074
H -30.872 11.117 -4.364 0.216
C -40.358 22.311 0.121 0.703
H -23.545 25.882 -17.881 0.263
N -35.139 23.069 -11.060 -0.336
H -28.752 18.796 -4.912 0.500
H -42.290 23.069 -0.028 0.287
H -23.612 17.234 -8.526 0.366
H -35.698 22.237 -10.930 0.229
C -32.480 21.520 -5.051 -1.003
H -29.528 11.744 -5.450 0.238
H -33.202 16.813 4.393 0.283
H -30.918 11.585 -2.121 0.336
C -34.971 18.128 4.220 0.694
N -32.823 29.251 -4.159 -0.373
C -36.387 14.187 -3.306 -0.834
C -28.524 28.497 -9.274 -1.007
H -25.198 26.528 -16.007 0.293
C -26.840 18.304 -17.282 -0.347
C -34.288 16.714 4.384 -0.946
H -32.155 11.821 -12.480 0.297
H -20.874 11.341 -18.031 0.253
H -28.135 29.511 -9.365 0.294
H -38.406 16.057 -1.325 0.238
H -34.419 21.663 -13.621 0.259
O -30.247 15.728 -11.393 -0.497
C -25.966 18.099 -16.196 -0.119
O -13.106 19.744 -8.248 -0.291
N -30.003 11.587 -4.573 -0.374
H -26.733 17.924 4.051 0.197
C -35.123 27.882 2.396 -0.349
C -39.323 28.327 -6.037 0.515
H -27.728 23.625 1.821 0.321
O -29.920 13.173 -11.258 -0.309
C -30.449 21.939 -6.464 -0.367
C -28.599 24.171 1.457 -1.014
C -34.206 21.571 -12.556 -0.905
H -34.061 27.984 2.175 0.278
C -25.111 20.044 -8.020 -0.105
H -26.805 24.228 0.025 0.211
H -27.909 17.650 -6.874 0.454
O -28.329 12.725 -3.674 -0.669
H -35.185 24.027 -10.743 0.253
H -36.055 14.675 -4.222 0.233
C -27.762 19.374 -17.174 -0.294
H -28.843 28.196 -10.271 0.282
H -35.574 28.577 0.379 0.282
C -41.569 22.650 -0.730 -1.047
C -40.535 27.413 -6.319 -1.149
O -22.625 11.082 -13.858 -0.523
C -29.466 12.195 -3.545 0.641
H -11.820 18.576 -9.297 0.276
H -40.245 26.365 -6.254 0.297
N -27.159 27.514 -7.512 -0.409
H -32.960 20.629 -4.646 0.406
H -35.461 13.682 -3.035 0.244
C -28.703 24.428 -0.045 0.687
O -31.868 13.932 -12.423 -0.339
N -40.498 21.310 0.928 -0.365
O -35.984 18.439 4.785 -0.628
H -33.181 21.205 -12.499 0.235
H -14.632 17.825 -9.995 0.278
O -35.826 31.035 4.307 -0.509
C -27.721 20.164 -16.028 -0.294
H -34.747 19.942 3.590 0.236
O -20.723 26.935 -15.427 -0.487
O -16.565 12.176 -11.241 -0.510
C -24.306 25.948 -15.769 -0.306
H -33.681 29.225 -4.691 0.214
H -29.401 28.483 -8.627 0.342
O -33.213 23.689 -11.885 -0.680
C -26.867 19.828 -15.005 -0.204
H -40.646 29.929 -5.716 0.331
H -28.599 25.088 2.045 0.281
H -15.956 10.531 -8.148 0.283
H -26.053 16.845 1.294 0.316
H -30.634 13.261 -2.025 0.254
H -28.350 21.022 -15.844 0.355
O -21.285 9.561 -15.457 -0.335
H -39.069 30.537 -6.268 0.316
H -32.945 32.162 -3.506 0.218
C -32.156 30.377 -4.076 0.595
O -38.035 27.984 -6.561 -0.685
H -23.018 18.803 -8.824 0.374
H -21.350 8.946 -17.270 0.289
H -32.025 32.153 -5.060 0.249
C -32.735 31.619 -4.428 -0.798
H -41.898 21.739 -1.229 0.318
H -24.227 18.013 -9.956 0.370
N -27.609 18.130 3.593 -0.360
C -23.589 25.270 -16.980 -0.218
H -27.665 16.528 0.742 0.248
C -12.858 18.554 -8.967 -0.306
O -23.690 10.472 -16.055 -0.517
H -33.383 18.832 3.227 0.194
O -26.814 26.885 -9.565 -0.619
N -25.924 18.855 -15.118 -0.540
H -27.519 24.614 -1.595 0.244
O -21.616 11.783 -16.177 -0.281
H -26.242 27.179 -7.252 0.257
H -33.035 21.796 -5.948 0.385
O -29.753 24.779 -0.664 -0.682
H -28.300 18.602 4.158 0.225
O -33.706 30.580 3.068 -0.522
C -29.162 21.501 -6.919 -0.755
S -22.484 10.753 -15.290 1.093
H -29.472 13.081 -13.361 0.286
H -24.485 25.256 -14.946 0.277
H -41.482 23.394 -1.523 0.298
H -23.988 24.299 -17.276 0.261
H -29.441 12.007 -1.393 0.262
O -30.979 30.358 -3.743 -0.656
O -14.156 19.775 -10.427 -0.316
H -41.352 27.725 -5.669 0.357
C -20.680 11.110 -16.983 -0.257
O -13.813 22.040 -9.268 -0.532
H -30.908 19.826 -3.973 0.454
H -13.131 10.830 -9.127 0.291
H -35.362 26.822 2.489 0.318
O -23.326 26.827 -15.308 -0.327
C -26.209 20.547 -7.362 -0.810
H -31.601 12.795 -13.884 0.258
C -29.986 12.578 -12.542 -0.260
C -30.400 20.133 -4.876 -0.289
H -31.015 22.797 -6.798 0.504
H -26.778 17.611 -18.109 0.356
H -34.443 15.891 3.687 0.275
H -19.676 11.465 -16.748 0.285
C -34.133 22.865 -11.776 0.613
H -36.995 28.386 1.286 0.294
N -38.062 15.358 -1.967 -0.320
H -19.764 9.225 -16.736 0.285
H -27.000 15.737 2.231 0.293
H -38.740 14.690 -2.303 0.203
H -32.465 22.333 -4.325 0.329
C -29.153 19.699 -5.348 -0.719
O -22.295 25.071 -16.480 -0.348
H -13.871 11.828 -7.862 0.315
H -27.607 28.319 -7.100 0.227
O -15.480 20.419 -8.389 -0.531
H -34.517 16.371 5.393 0.267
S -21.847 26.026 -15.152 1.090
H -14.648 9.327 -8.301 0.304
H -35.003 20.876 -12.289 0.332
H -25.209 17.340 -16.319 0.354
N -25.122 18.738 -8.263 0.035
H -40.077 29.919 -7.413 0.326
O -35.354 28.627 3.599 -0.333
S -30.931 14.488 -11.109 1.063
H -32.365 28.468 -3.714 0.227
O -39.371 22.987 0.162 -0.621
C -27.285 19.773 -6.928 0.731
C -31.480 12.608 -12.817 -0.289
H -33.671 31.425 -4.950 0.324
C -36.842 15.242 -2.294 0.614
S -35.119 30.261 3.304 1.102
O -14.478 11.293 -12.222 -0.505
C -28.560 20.348 -6.421 0.917
O -35.972 30.143 1.863 -0.310
S -14.214 20.635 -9.017 1.099
H -39.772 20.990 1.554 0.231
C -20.764 9.654 -16.683 -0.291
O -28.905 18.135 1.832 -0.648
H -26.854 20.512 -14.170 0.352
O -14.533 12.181 -9.814 -0.316
H -37.225 13.522 -3.516 0.283
C -35.968 28.740 1.381 -0.252
S -15.331 11.416 -11.042 1.075
H -25.875 16.773 -7.915 0.412
H -29.416 23.594 1.891 0.292
O -31.629 14.399 -9.795 -0.530
N -31.027 21.178 -5.454 0.010
H -29.696 11.528 -12.520 0.317
H -40.809 27.558 -7.364 0.296
N -27.570 24.345 -0.623 -0.341
C -26.026 17.839 -7.834 -0.260
C -27.852 17.760 2.359 0.627
C -39.799 29.735 -6.375 -1.223
H -28.791 22.050 -7.772 0.481
H -24.276 20.585 -8.440 0.453
C -27.424 27.568 -8.794 0.634
N -34.298 19.037 3.601 -0.375
H -41.454 20.989 0.982 0.196
C -27.067 16.653 1.645 -0.898
C -15.107 10.208 -8.750 -0.267
O -15.564 10.097 -10.061 -0.317
O -21.818 25.093 -14.047 -0.499
C -13.778 18.483 -10.153 -0.232
H -12.942 17.661 -8.347 0.279
C -14.054 11.312 -8.804 -0.353
C -30.114 12.318 -2.192 -0.902
H -39.125 28.307 -4.966 0.153
C -27.168 18.377 -7.173 -0.807
O -35.876 15.905 -1.853 -0.663
H -28.447 19.650 -17.962 0.382
```



Entry 2:
C50H97NO31Si | wB97M-V/def2-TZVPD

## Properties
LUMO, eV: 0.32
E_HOMO, eV: -8.946
SMILES string: CCCCCCCC[Si@](C)(COc1ccccc1)NCCCC.COC(=O)OC.COC(=O)OC.COC(=O)OC.COC(=O)OC.COC(=O)OC.COC(=O)OC.COC(=O)OC.COC(=O)OC.COC(=O)OC.COC(=O)OC

The geometry in XYZ format:
```
180
Properties=species:S:1:pos:R:3:mulliken_charge:R:1
C -8.391 -3.195 -3.485 -0.665
C -1.704 -3.784 3.037 -1.198
C -3.278 -7.832 1.374 -0.667
C -4.419 -0.809 -3.069 -0.688
N -2.251 0.668 0.321 -0.087
H -6.348 -0.044 -6.759 0.372
H -5.004 -3.646 4.401 0.064
O 11.590 7.030 9.516 -0.309
H 0.645 -2.595 3.402 0.352
O -12.306 -2.753 -8.292 -0.537
H -2.188 -5.146 9.222 0.286
H -3.742 2.227 0.266 0.368
H 1.136 0.152 0.706 0.032
C 0.853 -1.541 3.767 -0.597
C 2.728 2.145 -0.698 -0.452
O 7.844 2.717 7.322 -0.570
H -3.432 -0.799 -3.534 0.273
C -2.418 -5.824 2.173 0.607
H -10.491 -4.598 -7.644 0.323
H -2.782 0.078 3.651 -0.043
H 0.389 9.178 -7.870 0.288
H -3.159 1.845 1.986 0.178
H -9.012 -2.312 -3.654 0.307
H 11.893 9.031 9.995 0.290
H -1.201 -5.928 -7.132 0.295
H 8.001 4.855 9.083 0.103
O -4.287 -3.740 6.316 -0.272
O -7.046 -2.949 -3.892 -0.286
H 2.912 0.651 5.895 0.337
O 9.734 5.917 9.303 -0.185
C -9.874 -3.711 -7.803 -0.709
H 0.029 3.312 -1.551 0.253
O 9.837 7.570 10.858 -0.541
O -1.467 -4.598 -9.425 -0.544
H -1.190 2.151 -2.301 0.251
C -3.388 1.395 0.962 -0.511
C 0.672 0.444 -0.302 0.013
C -4.607 0.318 1.066 -0.303
H 13.344 8.061 9.697 0.220
H 2.395 0.184 -1.686 0.435
H -8.871 -3.916 -7.427 0.198
O 7.746 1.065 5.764 -0.298
H -4.567 0.657 3.998 0.328
H 7.778 -6.181 -1.356 0.217
O -0.758 2.052 2.984 -0.487
C -0.028 -0.397 3.198 0.638
C -1.003 2.813 -1.386 -1.054
C -5.366 -0.117 -6.288 -0.503
H 8.336 5.369 10.745 0.304
H 5.518 -1.530 3.333 0.234
H -5.418 -1.267 2.408 0.381
H 12.464 7.845 11.219 0.290
C 8.707 -5.611 -1.345 -0.634
O -11.996 -1.185 -6.676 -0.290
H 2.572 -1.982 5.232 0.344
H 9.832 -0.729 0.936 0.153
H -2.745 -2.823 -10.951 0.295
O -0.612 9.092 -6.048 -0.332
H -9.803 -3.474 -8.867 0.333
H 0.167 -0.481 -0.748 0.403
H -8.428 -3.499 -2.437 0.315
O -3.050 -3.052 -8.905 -0.205
O -2.760 -4.729 2.874 -0.106
O 10.635 -3.817 -0.991 -0.542
C 0.129 1.098 3.553 0.267
O -4.722 1.158 -6.263 -0.259
H -14.057 -1.453 -6.761 0.291
H 2.920 1.336 1.462 -0.191
C 2.110 0.365 5.137 -0.328
H 0.180 10.711 -7.009 0.221
H -3.883 -4.981 4.697 0.321
H -3.871 -5.215 9.849 0.288
O -1.501 7.397 -7.274 -0.549
C -1.216 7.904 -6.216 0.787
H -2.378 -6.777 -8.192 0.294
C -0.303 9.768 -7.265 -0.611
H -4.881 0.169 -3.221 0.382
C -13.304 -0.686 -6.954 -0.637
H -5.590 0.914 1.188 0.423
H -2.509 -8.437 1.859 0.295
O -3.886 2.872 -7.306 -0.260
C -0.222 2.584 1.736 -0.015
C -3.076 -4.564 9.477 -0.629
O 9.598 2.181 5.982 -0.308
H -1.215 9.988 -7.826 0.289
H -5.502 -0.442 -5.257 -0.103
C 8.345 2.055 6.446 0.765
H -5.564 -5.051 5.322 0.395
O -10.393 -2.599 -7.074 -0.158
H 7.133 1.539 0.544 0.328
C 6.108 1.104 0.845 -0.708
C 4.929 2.214 0.764 -0.853
H -2.812 -3.857 10.264 0.222
H -0.379 3.726 1.619 0.357
H 5.871 0.255 0.097 0.363
H -2.073 -0.250 0.747 0.260
H -1.370 -3.409 2.066 0.421
O -2.885 -4.830 -7.665 -0.241
H 1.235 1.453 -2.314 0.316
H 2.181 3.051 -0.271 0.122
H 5.777 1.701 5.980 0.329
H 0.929 2.459 1.800 0.058
H -3.712 -1.659 1.876 0.006
H 4.727 -1.162 1.651 0.211
H -4.213 -8.394 1.378 0.226
H -4.295 -1.017 -2.004 0.239
C 6.397 0.819 6.156 -0.727
C -2.091 6.107 -5.029 -0.559
H -4.644 -0.262 0.067 -0.259
H -3.092 4.495 -8.263 0.116
H -2.228 5.779 -3.998 0.215
C 1.945 -1.134 4.792 -0.637
H 4.937 2.797 1.744 0.358
H 5.078 2.959 -0.091 0.415
H 6.541 -1.660 1.802 0.134
H -1.568 -1.974 -9.891 0.320
H -0.852 -0.691 2.472 0.009
H 6.014 0.002 5.542 0.111
C -2.258 -6.075 -7.364 -0.652
H 1.369 2.619 4.828 0.360
C -3.888 -4.565 7.297 0.753
O 8.472 -4.406 -0.618 -0.291
H -3.225 -1.372 -10.057 0.194
C 9.543 -3.601 -0.525 0.709
C 12.353 8.053 10.152 -0.637
C -4.704 -4.407 5.123 -0.565
H 10.577 -1.179 -0.607 0.319
H 9.896 4.184 6.465 0.285
H 11.350 3.217 6.169 0.240
H -4.743 -0.853 -6.802 0.271
H 5.511 1.078 3.086 0.132
O -3.859 -5.770 7.243 -0.545
O -4.774 1.178 -8.534 -0.559
C -6.439 -1.958 -3.218 0.846
C -2.611 -2.273 -10.017 -0.660
O -1.334 -6.050 1.696 -0.539
C -4.386 -0.781 2.212 -0.136
C -2.374 -4.201 -8.736 0.696
H -1.788 3.623 -1.224 0.272
H 3.527 2.423 -1.483 0.498
C 10.335 6.907 9.983 0.722
H 9.476 -6.213 -0.855 0.288
C 3.545 1.411 0.504 0.199
O 9.186 -2.513 0.177 -0.185
H 7.765 6.556 9.521 0.302
H 11.063 -2.002 0.915 0.320
C -4.490 1.684 -7.476 0.765
C -3.576 3.552 -8.521 -0.548
C -3.898 -0.197 3.625 -0.598
C 10.358 3.206 6.622 -0.625
H -1.469 5.371 -5.545 0.272
H -2.750 -6.491 -6.484 0.210
C 8.383 5.672 9.696 -0.539
O -3.526 -3.814 8.351 -0.311
O -3.496 -6.621 2.097 -0.315
C 1.718 1.061 -1.349 -1.094
H -2.093 -2.945 3.616 0.423
H -13.369 -0.329 -7.984 0.288
Si -0.782 1.663 0.145 -0.337
H 10.468 2.997 7.688 0.296
H -2.882 2.963 -9.126 0.300
C 1.238 1.510 4.554 -0.472
H -4.030 -1.051 4.392 0.102
H -8.781 -4.011 -4.094 0.211
H 6.348 0.514 7.204 0.478
H -13.488 0.155 -6.284 0.221
C -11.634 -2.233 -7.435 0.681
O -6.929 -1.296 -2.337 -0.565
H -0.872 -4.227 3.588 0.555
H 7.246 0.493 2.662 0.272
H 8.990 -5.390 -2.377 0.289
H -3.073 6.181 -5.501 0.281
H -4.486 3.773 -9.082 0.300
H -3.007 -7.619 0.338 0.298
C 5.678 -1.077 2.288 -0.835
O -5.190 -1.834 -3.697 -0.308
C 10.234 -1.562 0.357 -0.645
H 3.718 0.336 0.134 0.127
O -1.447 7.379 -5.002 -0.308
C 6.146 0.475 2.344 -0.087
```



| no. | calculated total energy (eV) |
| --- | --- |
| 1 | -205876.277 |
| 2 | -126258.142 |